Computed, not measured: a structure of composition C4H7F in a non-equilibrium geometry, with ωB97M-V/def2-TZVPD.

```
12
C4H7F | the OMol25 dataset | ωB97M-V/def2-TZVPD
C 0.3826 1.4382 0.6642
C -0.0310 0.2366 -0.0859
C -0.8901 -0.7054 -1.1321
C -0.9407 -0.6627 0.4243
H 1.0550 2.0641 0.1353
H 0.8898 1.0182 1.6692
H -0.6143 2.1666 0.8374
H -0.2112 -1.2967 -1.8678
H -1.6178 -0.0853 -1.5821
H -1.7477 -0.2891 1.0175
H -0.7605 -1.7516 1.2538
F 1.3202 -0.4074 -0.0762
```

Results
energy above the lowest of the compared OMol25 structures with the same formula, charge and spin	3.4955	eV
LUMO level	1.02	eV
electronic energy	-6974.6972	eV
orbital gap	11.14	eV

In elementary charge units, the Löwdin charges are:
1 C -0.0504
2 C -0.4842
3 C 0.0246
4 C -0.1820
5 H 0.0435
6 H 0.1414
7 H 0.1429
8 H 0.1360
9 H 0.0553
10 H 0.0815
11 H 0.2136
12 F -0.1220